Entry 1:
Molecular formula: C31H46ClFN5O10
Method: DFT, ωB97M-V/def2-TZVPD

- largest force on an atom (eV/A) = 5.6
- DFT total energy (Ha) = -2794.786259
- orbital gap (eV) = 8.7
- net charge = +1

Structure (XYZ):
```
94
Properties=species:S:1:pos:R:3:lowdin_charge:R:1
C -0.614 -2.855 -2.074 0.01
C -1.952 -2.117 -1.499 -0.20
F -2.917 -3.195 -1.332 -0.05
N -1.669 -1.555 -0.116 0.03
C -0.952 -0.421 0.029 -0.15
N -0.545 0.199 -1.266 0.05
C 0.862 0.699 -1.214 -0.18
C 0.932 1.740 0.008 -0.53
Cl 2.720 2.260 0.114 0.57
C 0.631 0.932 1.351 -0.37
N 1.738 -0.003 1.756 0.04
N -0.658 0.144 1.330 0.16
C -2.221 -2.320 1.021 -0.13
C -3.427 -1.759 1.870 0.06
C -3.800 -2.738 3.029 -0.03
C -3.136 -4.098 3.310 -0.08
N -2.053 -4.552 2.511 0.03
C -1.657 -3.677 1.472 -0.06
H -0.297 -2.450 -3.093 0.10
H 0.209 -2.599 -1.301 0.09
H -0.755 -3.984 -2.031 0.08
H -2.374 -1.341 -2.215 0.16
H -1.216 0.952 -1.531 0.13
H 1.658 -0.118 -1.184 0.12
H 1.041 1.300 -2.179 0.14
H 0.311 2.681 -0.137 0.09
H 0.563 1.708 2.204 0.16
H 1.557 -0.892 1.243 0.08
H 1.519 -0.240 2.748 0.04
H -0.536 -0.571 2.065 0.12
H -3.928 -0.759 1.678 0.11
H -4.648 -2.414 3.735 0.10
H -3.497 -4.749 4.169 0.12
H -0.752 -4.041 0.852 0.13
O -2.168 3.023 -1.121 0.08
C -1.986 4.218 -1.171 -0.46
O -2.859 5.137 -0.687 0.04
C -2.390 6.454 -1.008 -0.15
C -0.906 6.299 -1.239 -0.15
C -0.807 4.904 -1.808 -0.08
H -2.916 6.803 -1.901 0.13
H -2.607 7.133 -0.182 0.13
H -0.490 7.068 -1.891 0.11
H -0.375 6.344 -0.283 0.13
H -0.934 4.897 -2.893 0.12
H 0.129 4.420 -1.525 0.12
O 1.017 -8.130 -0.379 0.13
C -0.118 -7.733 -0.399 -0.47
O -0.465 -6.416 -0.357 0.01
C -1.891 -6.303 -0.287 -0.19
C -2.421 -7.606 -0.840 -0.15
C -1.351 -8.595 -0.429 -0.08
H -2.177 -6.147 0.756 0.10
H -2.221 -5.446 -0.877 0.10
H -3.417 -7.857 -0.469 0.12
H -2.472 -7.552 -1.932 0.12
H -1.529 -8.995 0.572 0.14
H -1.248 -9.402 -1.154 0.13
O 4.121 -1.436 -2.859 0.11
C 4.471 -1.616 -1.721 -0.48
O 3.615 -1.892 -0.699 -0.01
C 4.348 -1.938 0.532 -0.18
C 5.778 -2.216 0.137 -0.16
C 5.883 -1.528 -1.209 -0.07
H 4.236 -0.975 1.040 0.11
H 3.941 -2.724 1.172 0.13
H 6.505 -1.862 0.869 0.12
H 5.925 -3.294 0.011 0.12
H 6.160 -0.476 -1.107 0.14
H 6.575 -2.046 -1.873 0.13
O 0.926 7.463 -4.181 0.12
C -0.052 7.375 -4.877 -0.47
O -1.150 6.635 -4.555 -0.01
C -2.078 6.663 -5.647 -0.16
C -1.728 7.905 -6.434 -0.16
C -0.232 8.013 -6.227 -0.07
H -1.952 5.749 -6.235 0.13
H -3.098 6.698 -5.262 0.13
H -2.023 7.846 -7.483 0.12
H -2.223 8.775 -5.993 0.12
H 0.325 7.436 -6.970 0.14
H 0.099 9.051 -6.218 0.13
O 0.846 -0.850 4.360 0.07
C 1.225 -0.683 5.498 -0.44
O 2.252 -1.366 6.060 0.05
C 2.363 -1.004 7.443 -0.15
C 1.693 0.345 7.555 -0.16
C 0.613 0.259 6.498 -0.08
H 1.864 -1.768 8.045 0.13
H 3.416 -0.962 7.728 0.13
H 1.312 0.555 8.555 0.12
H 2.403 1.135 7.291 0.13
H -0.306 -0.184 6.888 0.14
H 0.412 1.232 6.049 0.13
```

Entry 2:
Molecular formula: C31H46FN4O3ReSi3
Method: DFT, ωB97M-V/def2-TZVPD

- largest force on an atom (eV/A) = 0.7
- DFT total energy (Ha) = -2699.447273
- 2S+1 = 2
- orbital gap (alpha / beta) (eV) = 7.4 / 7.3
- ⟨S²⟩ = 0.76
- net charge = +3

Structure (XYZ):
```
89
Properties=species:S:1:pos:R:3:lowdin_charge:R:1
Re -0.973 -1.758 1.064 1.48
C -1.994 -2.775 4.657 -0.16
Si -2.637 -1.448 3.507 0.44
C -1.251 -0.155 3.403 -0.16
C -4.226 -0.802 4.204 -0.14
C -2.817 -1.888 1.624 -0.58
Si -4.012 -0.832 0.507 0.45
C -3.879 0.958 1.016 -0.16
C -5.730 -1.520 0.615 -0.15
C -3.291 -0.911 -1.220 -0.16
Si -2.901 -3.864 1.374 0.56
C -4.280 -4.429 2.483 -0.13
C -3.146 -4.491 -0.350 -0.14
C -1.176 -4.394 2.045 -0.27
C -0.845 -5.606 2.624 -0.02
C 0.445 -5.830 3.086 0.00
C 1.387 -4.819 2.991 -0.01
C 1.018 -3.610 2.438 -0.08
N -0.226 -3.416 1.982 -0.14
H -2.055 -2.330 5.656 0.06
H -0.949 -3.032 4.490 0.03
H -2.575 -3.693 4.697 0.03
H -0.737 -0.156 4.368 0.06
H -1.696 0.830 3.243 0.05
H -0.433 -0.219 2.661 0.00
H -4.070 -0.474 5.234 0.06
H -4.945 -1.625 4.241 0.05
H -4.682 0.016 3.653 0.02
H -4.271 1.205 2.000 0.03
H -4.450 1.548 0.294 0.05
H -2.842 1.304 0.959 0.03
H -6.113 -1.498 1.637 0.04
H -5.796 -2.543 0.243 0.03
H -6.395 -0.908 0.001 0.06
H -2.325 -0.390 -1.274 0.03
H -3.955 -0.387 -1.911 0.06
H -3.148 -1.923 -1.600 0.03
H -5.228 -4.044 2.103 0.05
H -4.184 -4.142 3.525 0.02
H -4.339 -5.520 2.432 0.06
H -4.119 -4.185 -0.741 0.05
H -3.145 -5.584 -0.329 0.06
H -2.368 -4.167 -1.035 0.03
H -1.595 -6.383 2.704 0.13
H 0.713 -6.784 3.520 0.13
H 2.399 -4.957 3.345 0.13
H 1.705 -2.778 2.356 0.13
F 2.797 3.904 1.139 0.10
C 2.595 3.109 0.080 -0.17
C 1.822 2.006 0.254 0.10
C 1.612 1.109 -0.806 -0.05
C 0.833 -0.085 -0.640 -0.23
O 0.314 -0.310 0.541 -0.19
C 0.677 -0.926 -1.735 -0.02
C 1.288 -0.576 -2.933 0.09
N 2.004 0.523 -3.107 0.05
C 2.646 0.765 -4.398 -0.24
C 2.126 1.870 -5.271 -0.08
C 1.900 0.438 -5.652 -0.06
C 2.208 1.401 -2.042 -0.09
C 2.989 2.551 -2.208 0.08
C 3.218 3.429 -1.158 -0.11
N 4.011 4.561 -1.341 -0.07
C 4.074 5.654 -0.363 -0.11
C 4.830 6.837 -0.973 -0.07
N 4.592 6.861 -2.456 0.07
C 5.243 5.672 -3.129 -0.06
C 5.216 4.490 -2.159 -0.12
C -0.092 -2.208 -1.771 -0.52
O -0.197 -2.842 -2.783 0.15
O -0.622 -2.634 -0.624 -0.19
H 1.396 1.814 1.229 0.14
H 1.183 -1.241 -3.780 0.16
H 3.711 0.575 -4.368 0.16
H 2.847 2.450 -5.829 0.11
H 1.266 2.421 -4.916 0.12
H 2.474 0.013 -6.462 0.12
H 0.889 0.065 -5.575 0.12
H 3.397 2.762 -3.184 0.11
H 4.589 5.377 0.560 0.14
H 3.062 5.958 -0.103 0.14
H 5.908 6.766 -0.840 0.14
H 4.493 7.780 -0.550 0.15
H 4.940 7.731 -2.862 0.19
H 3.586 6.838 -2.630 0.19
H 6.260 5.959 -3.390 0.15
H 4.682 5.480 -4.041 0.14
H 6.104 4.499 -1.518 0.14
H 5.256 3.565 -2.726 0.13
```